# C5H34N10O12

A cluster of 12 separate species, C5H34N10O12 in total (the ωB97M-V functional and the def2-TZVPD basis, the Open Molecules 2025 dataset).

Computed properties:
**HOMO energy**: -9.301 eV
**SMILES**: NC(N)=O.NC(N)=O.NC(N)=O.NC(N)=O.NC(N)=O.O.O.O.O.O.O.O
**Energy above the lowest of the compared OMol25 structures with the same formula, charge and spin**: 85.47 kJ/mol
**LUMO**: -0.26 eV
**E_tot**: -1661.56026 Ha

Element x y z (Å)
O -0.9827 0.7668 5.1752
H 1.2266 0.5395 1.4482
O 3.1878 0.7189 -1.8941
H 1.5295 -2.8796 -2.4738
H -2.2925 -3.5887 0.3150
C -1.3509 -1.6276 -3.3388
H 2.6087 -2.1584 -4.9090
O -4.2808 -1.2890 1.5310
O 3.5251 -1.8263 0.7531
N 0.2650 4.1700 4.4923
H 1.2449 -4.1123 -1.6206
H -0.9881 5.1853 2.4742
H 0.4582 3.4222 5.1595
N -2.0177 -2.8483 -2.8765
H 1.0347 -1.3274 3.7356
H -2.9815 -2.7955 -2.5679
H 0.7516 2.1425 1.2218
N 0.7208 -0.4317 -0.8807
N 0.7441 1.2005 0.8417
O 2.4910 -1.6041 -4.1388
N -2.7755 -3.0474 1.0219
O -1.1259 1.9344 -3.7994
C -0.4867 0.1169 4.2237
H 0.3609 3.4637 -1.3372
H -0.7728 1.8366 -2.9058
N -2.1346 -0.4829 -3.6499
N -2.7588 -0.9589 -0.2108
H 0.0836 4.6632 1.1115
H 1.5696 -1.3197 -4.1494
H -1.7619 -1.1077 -0.3920
H 1.9745 -1.9654 1.5963
H -3.1266 -0.5079 -3.4469
H -1.8662 0.7007 2.7934
O 1.3156 2.9808 2.7416
O 1.0364 -1.9165 1.7904
H 3.5817 -2.2874 -0.1017
H -1.4390 -3.6783 -2.7680
H -1.7429 0.4363 -3.9018
H 3.3590 0.0699 -2.5874
H -0.5649 4.7314 4.6589
H 0.8703 -0.8873 5.4247
N -1.0465 0.1062 2.9176
H 4.0378 -1.0155 0.6038
C 0.5595 3.8629 3.0680
O 1.6595 -3.2485 -1.5866
H -2.9427 0.0401 -0.2144
O -0.0919 -1.5689 -3.3764
O 0.0107 1.7747 -1.2922
H 2.4594 0.3286 -1.3902
H 0.6731 -2.8106 1.8166
N 0.5791 -0.7853 4.4585
H -0.3564 2.0957 -4.3487
H 0.5112 -0.6739 -1.8448
H -3.3754 -3.6457 1.5894
H 1.1356 4.6098 -2.0369
H -0.8400 -0.5327 2.1607
O 0.6240 4.3841 -1.2595
H 1.0140 -1.1842 -0.2696
C -3.3737 -1.7179 0.8352
N -0.2317 4.6433 2.0845
C 0.5048 0.9064 -0.4744